[1]
This record from the OMol25 dataset describes C2INO4 as an isolated structure in a non-equilibrium geometry. The level of theory is ωB97M-V/def2-TZVPD.

Values from the calculation:
- relative energy (zero: lowest compared OMol25 entry of this formula, charge and spin) (kJ/mol) = 102.9
- total energy (eV) = -19853.54662
- HOMO level (eV) = 0.4
- maximum force (eV Å⁻¹) = 6.7
- net charge = -2

Geometry as XYZ:
```
8
Properties=species:S:1:pos:R:3:forces:R:3
C 0.2552 -1.6780 -0.1812 3.863 1.188 5.365
C -0.1297 0.7898 0.2578 -2.400 1.293 2.012
N 0.1975 0.6851 -0.9890 1.427 -2.790 -1.754
O -0.5700 -2.1267 -0.8535 -2.562 -1.227 -2.514
O -0.4283 1.9047 0.7858 0.241 -0.192 1.105
O 1.3441 -1.9046 0.3695 -1.086 -0.114 -1.774
O -0.3455 -0.3487 0.8877 0.411 -0.590 -0.732
I 0.1092 2.3317 -1.9394 0.107 2.433 -1.707
```
Positions in Å, forces in eV/Å.



[2]
This record from the OMol25 dataset describes C12H34N3O4Ti3 as an isolated structure in a non-equilibrium geometry. The level of theory is ωB97M-V/def2-TZVPD.

Values from the calculation:
- expectation value of S² = 30.00
- 2S+1 = 11
- total energy (eV) = -94983.10452
- HOMO level (alpha / beta) (eV) = -8.7 / -12.1
- maximum force (eV Å⁻¹) = 2.3
- net charge = +1

Geometry as XYZ:
```
56
Properties=species:S:1:pos:R:3:forces:R:3
Ti -3.5716 -0.3584 -0.1117 0.542 -0.242 0.378
Ti -1.5180 -0.3590 2.0794 0.014 -0.050 -0.383
Ti -2.6008 -2.9610 0.5619 0.294 0.288 -0.359
O -1.3597 -1.0339 -0.0475 -0.504 1.668 1.240
H -0.8415 -0.2114 -0.1452 -0.140 -0.551 -0.536
C 2.5471 -0.0977 0.8100 0.712 -0.439 1.453
C 2.3537 -1.6262 0.9835 -0.147 1.618 -0.933
C 3.4102 -2.2565 1.8819 0.660 0.385 0.460
O 3.3340 -3.6360 1.7258 0.735 -1.694 0.815
C 4.1841 -4.4219 2.6113 -0.794 -0.398 0.304
N 1.0110 -1.8770 1.5311 -0.192 -0.318 0.119
H 2.5048 0.2814 1.8310 0.344 0.383 0.165
H 1.8377 0.5409 0.2835 -0.371 -0.725 -0.502
H 3.5413 0.0835 0.4014 -0.046 0.169 0.026
H 2.4392 -2.0295 -0.0255 0.100 -0.562 -0.027
H 3.2874 -1.9545 2.9220 -0.737 -0.013 0.370
H 4.4501 -1.9631 1.7382 0.093 0.548 -0.940
H 3.8501 -5.4576 2.5499 -0.151 0.124 -0.342
H 4.0987 -4.1842 3.6716 -0.585 0.605 0.075
H 5.2661 -4.4587 2.4847 0.071 0.660 -1.046
H 0.8836 -2.8753 1.4455 -0.034 -0.527 0.629
H 0.3037 -1.5622 0.8825 0.247 0.195 -0.641
C -1.7959 3.0958 0.1331 -0.762 1.047 1.016
C -1.6442 3.3125 1.6667 0.699 1.842 -1.058
C -2.6809 4.3395 2.3001 0.564 -0.653 -0.714
O -2.3905 5.6936 1.8928 0.438 -2.145 -0.188
C -3.5188 6.5083 1.7701 -0.949 0.473 0.425
N -1.5980 2.0350 2.3305 -0.582 -1.533 1.139
H -1.5034 4.0405 -0.3251 -0.152 -0.107 -0.273
H -2.8659 2.9551 -0.0201 -0.136 -0.087 -0.459
H -1.2583 2.2803 -0.3506 0.267 -0.028 0.490
H -0.7040 3.8394 1.8294 0.302 -0.294 0.045
H -2.6260 4.1525 3.3725 0.405 0.662 0.453
H -3.7044 4.0253 2.0952 -0.281 0.243 -0.668
H -4.3553 6.0649 1.2299 0.021 -0.537 -0.072
H -3.3137 7.4219 1.2122 0.570 -0.061 0.265
H -3.8674 6.7451 2.7753 -0.242 0.363 0.008
H -2.5515 1.7022 2.3433 -1.162 -0.372 -0.694
H -1.5350 2.1017 3.3364 0.879 0.788 0.583
C 0.2000 -3.6499 -3.7338 0.931 -0.155 -1.537
C 0.1581 -2.6094 -2.6257 0.884 -2.145 -0.372
C 0.7654 -1.2370 -2.9916 0.023 -0.471 -0.220
O -0.0164 -0.6463 -4.0377 -0.179 -0.270 1.046
C 0.2986 0.6885 -4.4772 0.312 -1.526 0.422
N -1.1962 -2.5472 -2.2102 -1.577 1.277 -0.040
H -0.4351 -4.5308 -3.6408 -0.243 0.311 0.715
H 1.2012 -4.0620 -3.8602 0.231 0.159 -0.019
H -0.0638 -3.2301 -4.7045 -0.067 0.237 -0.052
H 0.6393 -3.1543 -1.8135 0.969 0.812 0.356
H 1.8134 -1.3596 -3.2651 0.164 -0.026 -0.421
H 0.7971 -0.6485 -2.0747 -0.323 0.554 0.146
H 1.2793 0.6012 -4.9449 -0.071 0.563 -0.438
H 0.3676 1.4060 -3.6595 -0.170 0.029 0.188
H -0.5235 0.9256 -5.1524 0.423 0.267 -0.103
H -1.2311 -1.8442 -1.4859 0.018 -0.126 0.230
H -1.5519 -1.9974 -2.9792 -1.315 -0.214 -0.523
```
Positions in Å, forces in eV/Å.